Entry 1:
Molecular formula: C15H37AsN6Ru
Method: DFT, wB97M-V/def2-TZVPD

Structure (XYZ):
```
60
C15H37AsN6Ru | OMol25 | wB97M-V/def2-TZVPD
Ru 0.1675 0.7343 -1.1049
As 1.7983 -0.0795 -2.9611
N -1.2838 2.4763 -0.1737
N 0.2549 2.7886 -2.5698
N -0.2285 -2.5449 2.2767
N 0.1120 -0.9434 0.4494
N -2.0537 0.0359 -1.5265
N 1.3785 1.8059 0.6474
C -0.8741 3.6972 -2.2756
C 3.6658 0.4221 -2.7370
C -2.6990 2.0811 -0.3710
C -1.3383 -2.3381 3.2514
C 1.0439 -4.1145 3.7146
C -1.3622 -3.4769 4.2599
C -0.9424 2.4259 1.2644
C 0.5079 -3.8310 2.3145
C -0.0550 -1.7011 1.3280
C 1.4676 0.2995 -4.8371
C -1.0317 3.8034 -0.7715
C 1.8922 -2.0213 -2.9014
C 0.5391 2.6487 1.5353
C 0.0316 -3.7515 4.8198
C -2.8755 0.5771 -0.4224
H -2.0493 -3.1969 5.0570
H 1.9820 -3.5823 3.8747
H 2.1684 2.3378 0.2950
H -3.3251 2.5030 0.4199
H 3.8300 1.4825 -2.9180
H 0.2731 2.5802 -3.5638
H -1.1754 -1.3883 3.7668
H -0.0227 -4.5510 5.5557
H -3.9340 0.3489 -0.5551
H 1.5555 1.3642 -5.0486
H -0.1082 4.2129 -0.3629
H 2.3547 -2.3450 -1.9709
H -2.2882 -2.2824 2.7137
H 4.2343 -0.1570 -3.4640
H 2.2325 -0.2251 -5.4088
H -3.0515 2.4998 -1.3134
H -0.1860 -4.6207 2.0196
H 1.1337 3.2587 -2.3637
H -2.1054 -0.9796 -1.5440
H 3.9989 0.1673 -1.7324
H 1.2883 -5.1760 3.7445
H -2.4111 0.3573 -2.4239
H -1.2320 1.4412 1.6359
H 0.7259 2.4151 2.5825
H 0.8065 3.6937 1.3980
H 2.5082 -2.3449 -3.7403
H 1.7660 1.0187 1.1590
H -1.7670 3.2855 -2.7441
H -1.7659 -4.3809 3.7984
H 0.4847 -0.0561 -5.1404
H -0.7162 4.6928 -2.6923
H -1.8371 4.4989 -0.5185
H -1.5219 3.1717 1.8189
H 0.9041 -2.4676 -2.9940
H 1.3100 -3.8038 1.5796
H 0.3716 -2.8695 5.3681
H -2.5465 0.1032 0.5023
```

Results
Expectation value of S²: 8.76
Net charge: +3
Largest force on an atom, eV Å⁻¹: 1.14
Spin multiplicity: 6
Total energy, hartree: -3251.9199

Want to see where the charge sits? The Löwdin charges in e are: Ru 1.285; As 0.998; N -0.231; N -0.042; N -0.046; N 0.066; N -0.042; N -0.035; C -0.197; C -0.256; C -0.159; C -0.110; C -0.145; C -0.166; C -0.171; C -0.107; C -0.230; C -0.259; C -0.158; C -0.266; C -0.188; C -0.164; C -0.208; H 0.132; H 0.117; H 0.103; H 0.151; H 0.041; H 0.071; H 0.131; H 0.125; H 0.143; H 0.035; H 0.121; H 0.038; H 0.128; H 0.059; H 0.060; H 0.126; H 0.138; H 0.098; H 0.103; H 0.038; H 0.128; H 0.110; H 0.109; H 0.139; H 0.122; H 0.057; H 0.085; H 0.117; H 0.127; H 0.046; H 0.143; H 0.155; H 0.152; H 0.036; H 0.130; H 0.119; H 0.097

Entry 2:
Molecular formula: C5H11O2
Method: DFT, wB97M-V/def2-TZVPD

Structure (XYZ):
```
18
C5H11O2 | OMol25 | wB97M-V/def2-TZVPD
O -0.4716 -0.4203 -1.0666
O 0.8343 -1.1419 -2.7645
C -0.2097 -0.1235 2.0426
C 0.7438 1.1926 -2.3461
C 0.5379 0.2501 3.3334
C -1.7071 0.1925 1.9919
C 0.3133 -0.2781 -2.0319
H -0.1750 0.2993 4.1676
H 0.9398 1.2570 3.2319
H -2.3280 -0.6974 1.8930
H 1.3055 -0.4847 3.5639
H 0.2680 0.3363 1.1885
H -1.9843 0.7351 2.9009
H -0.0978 -1.1768 1.7882
H 0.1733 1.8824 -1.7247
H 1.7994 1.3264 -2.1234
H -1.8788 0.8708 1.1717
H 0.6041 1.3262 -3.4201
```

Results
Net charge: -1
Largest force on an atom, eV Å⁻¹: 1.03
Total energy, hartree: -347.6361

Want to see where the charge sits? The Löwdin charges in e are: O -0.101; O -0.108; C -0.323; C -0.063; C -0.127; C -0.121; C -0.797; H 0.053; H 0.058; H 0.065; H 0.055; H 0.074; H 0.050; H 0.094; H 0.044; H 0.044; H 0.055; H 0.048

Entry 3:
Molecular formula: C5H16N2Si2
Method: DFT, wB97M-V/def2-TZVPD

Structure (XYZ):
```
25
C5H16N2Si2 | OMol25 | wB97M-V/def2-TZVPD
Si 2.1550 -1.1714 0.6808
Si 0.2354 1.7195 0.4477
N -0.6067 0.4640 0.0767
N 3.0246 0.0915 1.2213
C -1.2760 -0.6619 0.4975
C -2.4644 -0.1514 1.4029
C -1.8406 -1.3468 -0.7468
C 0.8173 2.7423 -1.1021
C 1.6058 -1.2556 -1.1765
H 0.5379 -0.9519 -1.3609
H -1.0410 -1.5226 -1.5309
H 3.1225 0.4819 2.0972
H 0.6741 2.3321 -2.1030
H -2.3447 -2.2898 -0.6257
H -3.4693 -0.4922 1.1628
H 1.4954 -2.3010 1.4352
H -2.4387 0.9166 1.3223
H 1.8541 3.1293 -0.9052
H 2.2846 -0.7036 -1.7092
H -2.1430 -0.4638 2.4476
H -2.5014 -0.6152 -1.2762
H 0.6766 2.1392 1.8060
H -0.4497 -1.4482 0.7924
H 1.7526 -2.3264 -1.6681
H 0.3394 3.6854 -1.1859
```

Results
Net charge: 0
Largest force on an atom, eV Å⁻¹: 3.96
Total energy, hartree: -888.4748
SMILES: C/[SiH]=N/C(C)C.[H]/N=[SiH]/C

Want to see where the charge sits? The Löwdin charges in e are: Si 0.594; Si 0.665; N -0.240; N -0.195; C -0.573; C -0.049; C -0.107; C -0.219; C -0.237; H -0.010; H 0.060; H -0.103; H 0.026; H 0.064; H 0.064; H -0.054; H 0.037; H 0.032; H -0.033; H 0.090; H 0.091; H -0.050; H 0.095; H 0.072; H -0.020

> What is the net charge in the second record?

-1

> Which of these has the highest largest force on an atom?

C5H16N2Si2

> The highest net charge belongs to which entry?

C15H37AsN6Ru

Repeat the first record exactly.
Molecular formula: C15H37AsN6Ru
Method: DFT, wB97M-V/def2-TZVPD

Structure (XYZ):
```
60
C15H37AsN6Ru | OMol25 | wB97M-V/def2-TZVPD
Ru 0.1675 0.7343 -1.1049
As 1.7983 -0.0795 -2.9611
N -1.2838 2.4763 -0.1737
N 0.2549 2.7886 -2.5698
N -0.2285 -2.5449 2.2767
N 0.1120 -0.9434 0.4494
N -2.0537 0.0359 -1.5265
N 1.3785 1.8059 0.6474
C -0.8741 3.6972 -2.2756
C 3.6658 0.4221 -2.7370
C -2.6990 2.0811 -0.3710
C -1.3383 -2.3381 3.2514
C 1.0439 -4.1145 3.7146
C -1.3622 -3.4769 4.2599
C -0.9424 2.4259 1.2644
C 0.5079 -3.8310 2.3145
C -0.0550 -1.7011 1.3280
C 1.4676 0.2995 -4.8371
C -1.0317 3.8034 -0.7715
C 1.8922 -2.0213 -2.9014
C 0.5391 2.6487 1.5353
C 0.0316 -3.7515 4.8198
C -2.8755 0.5771 -0.4224
H -2.0493 -3.1969 5.0570
H 1.9820 -3.5823 3.8747
H 2.1684 2.3378 0.2950
H -3.3251 2.5030 0.4199
H 3.8300 1.4825 -2.9180
H 0.2731 2.5802 -3.5638
H -1.1754 -1.3883 3.7668
H -0.0227 -4.5510 5.5557
H -3.9340 0.3489 -0.5551
H 1.5555 1.3642 -5.0486
H -0.1082 4.2129 -0.3629
H 2.3547 -2.3450 -1.9709
H -2.2882 -2.2824 2.7137
H 4.2343 -0.1570 -3.4640
H 2.2325 -0.2251 -5.4088
H -3.0515 2.4998 -1.3134
H -0.1860 -4.6207 2.0196
H 1.1337 3.2587 -2.3637
H -2.1054 -0.9796 -1.5440
H 3.9989 0.1673 -1.7324
H 1.2883 -5.1760 3.7445
H -2.4111 0.3573 -2.4239
H -1.2320 1.4412 1.6359
H 0.7259 2.4151 2.5825
H 0.8065 3.6937 1.3980
H 2.5082 -2.3449 -3.7403
H 1.7660 1.0187 1.1590
H -1.7670 3.2855 -2.7441
H -1.7659 -4.3809 3.7984
H 0.4847 -0.0561 -5.1404
H -0.7162 4.6928 -2.6923
H -1.8371 4.4989 -0.5185
H -1.5219 3.1717 1.8189
H 0.9041 -2.4676 -2.9940
H 1.3100 -3.8038 1.5796
H 0.3716 -2.8695 5.3681
H -2.5465 0.1032 0.5023
```

Results
Expectation value of S²: 8.76
Net charge: +3
Largest force on an atom, eV Å⁻¹: 1.14
Spin multiplicity: 6
Total energy, hartree: -3251.9199

Want to see where the charge sits? The Löwdin charges in e are: Ru 1.285; As 0.998; N -0.231; N -0.042; N -0.046; N 0.066; N -0.042; N -0.035; C -0.197; C -0.256; C -0.159; C -0.110; C -0.145; C -0.166; C -0.171; C -0.107; C -0.230; C -0.259; C -0.158; C -0.266; C -0.188; C -0.164; C -0.208; H 0.132; H 0.117; H 0.103; H 0.151; H 0.041; H 0.071; H 0.131; H 0.125; H 0.143; H 0.035; H 0.121; H 0.038; H 0.128; H 0.059; H 0.060; H 0.126; H 0.138; H 0.098; H 0.103; H 0.038; H 0.128; H 0.110; H 0.109; H 0.139; H 0.122; H 0.057; H 0.085; H 0.117; H 0.127; H 0.046; H 0.143; H 0.155; H 0.152; H 0.036; H 0.130; H 0.119; H 0.097